[1]
The following is a DFT calculation (the ωB97M-V functional and the def2-TZVPD basis) of a single C11H17OPS molecule.

Computed properties:
F_max: 0.096 Eh/bohr
LUMO: 0.19 eV
SMILES string: CO[P@@](=S)(c1ccccc1)C(C)(C)C
Energy relative to the best compared isomer or geometry (same formula, charge and spin): 1.637 eV
HOMO level: -0.286 Ha
Gap between HOMO and LUMO: 7.956 eV
Total energy: -1244.059039 Eh

Geometry as ORCA input:
```
! wB97M-V def2-TZVPD RIJCOSX def2/J DEFGRID3
* xyz 0 1
C 3.822 -0.819 0.627
C 2.918 -1.495 1.404
C 3.474 -0.212 -0.547
C 1.580 -1.459 1.090
C 2.152 -0.228 -0.917
C 1.156 -0.813 -0.127
C -0.266 1.750 0.085
C -2.691 0.891 -0.054
C -1.394 0.382 1.892
C -1.238 -1.641 -2.842
C -1.261 0.671 0.402
O -0.866 -0.629 -1.841
P -0.606 -0.850 -0.349
S -1.364 -2.981 0.801
H 4.883 -0.905 0.712
H 3.210 -2.111 2.277
H 4.215 0.334 -1.039
H 0.819 -2.085 1.619
H 1.813 0.324 -1.867
H 0.043 2.021 -0.924
H -0.467 2.648 0.664
H 0.717 1.383 0.463
H -3.116 1.815 0.333
H -3.356 0.081 0.213
H -2.765 1.116 -1.146
H -2.226 -0.353 2.091
H -0.486 -0.097 2.265
H -1.634 1.308 2.314
H -1.827 -2.419 -2.301
H -0.495 -1.961 -3.547
H -1.956 -1.121 -3.514
*
```

These are the natural (NBO) partial charges, in e, on atoms 1 to 4: -0.185, -0.211, -0.227, -0.181



[2]
The following is a DFT calculation (the ωB97M-V functional and the def2-TZVPD basis) of 2 unconnected molecules or ions with the total composition C11H18.

Computed properties:
F_max: 0.097 Eh/bohr
LUMO: 0.97 eV
SMILES string: Cc1ccccc1.CC(C)C
Energy relative to the best compared isomer or geometry (same formula, charge and spin): 2.379 eV
HOMO level: -0.335 Ha
Gap between HOMO and LUMO: 10.077 eV
Total energy: -429.853196 Eh

Geometry as ORCA input:
```
! wB97M-V def2-TZVPD RIJCOSX def2/J DEFGRID3
* xyz 0 1
C -1.085 -1.194 1.283
C -0.990 -2.742 1.050
C -2.026 -0.510 2.317
C 0.334 -0.801 1.680
H -1.338 -0.861 0.231
H -1.922 -3.235 0.848
H -1.343 -0.154 3.176
H -2.621 0.390 1.999
H -2.561 -1.269 2.935
H 0.580 -1.411 2.568
H 0.965 -0.871 0.744
H -0.552 -3.155 1.941
H -0.357 -2.911 0.122
H 0.328 0.324 1.924
C 2.045 2.230 0.086
C -0.226 1.902 -1.246
C 1.118 1.660 -1.036
C -0.921 1.006 -2.184
C -0.181 0.216 -2.968
C 1.816 0.690 -1.785
C 1.255 0.114 -2.844
H -0.969 2.604 -0.753
H -1.920 1.066 -2.276
H 2.466 1.564 0.884
H 1.304 2.829 0.626
H -0.632 -0.437 -3.648
H 2.899 0.615 -1.786
H 1.699 -0.492 -3.532
H 2.833 2.832 -0.354
*
```

These are the natural (NBO) partial charges, in e, on atoms 1 to 4: -0.232, -0.599, -0.631, -0.614



[3]
The following is a DFT calculation (the ωB97M-V functional and the def2-TZVPD basis) of 2 unconnected molecules or ions with the total composition C11H18.

Computed properties:
F_max: 0.131 Eh/bohr
LUMO: 0.99 eV
SMILES string: c1ccccc1.CCCCC
Energy relative to the best compared isomer or geometry (same formula, charge and spin): 4.878 eV
HOMO level: -0.313 Ha
Gap between HOMO and LUMO: 9.500 eV
Total energy: -429.761351 Eh

Geometry as ORCA input:
```
! wB97M-V def2-TZVPD RIJCOSX def2/J DEFGRID3
* xyz 0 1
C -4.840 0.560 -0.175
C -3.558 -0.362 0.198
C -2.221 0.152 -0.468
C -1.016 -0.667 0.107
C 0.293 -0.071 -0.343
C 3.436 -1.168 -0.405
C 2.724 -1.145 0.698
C 2.265 0.114 1.136
C 2.916 1.239 0.695
C 3.893 1.227 -0.379
C 4.131 0.020 -0.917
H -4.777 1.529 0.447
H -4.958 0.923 -1.310
H -5.762 0.044 0.237
H -3.700 -1.425 -0.120
H -3.590 -0.302 1.369
H -2.271 0.164 -1.607
H -2.016 1.191 -0.199
H -1.052 -1.821 -0.222
H -1.300 -0.815 1.240
H 0.208 0.949 -0.011
H 1.233 -0.544 0.151
H 0.407 -0.132 -1.441
H 3.902 -2.098 -0.905
H 2.076 -1.865 0.977
H 1.401 0.199 1.832
H 2.530 2.035 1.448
H 4.596 2.081 -0.483
H 5.050 -0.013 -1.551
*
```

These are the natural (NBO) partial charges, in e, on atoms 1 to 4: -0.624, -0.398, -0.407, -0.396



[4]
The following is a DFT calculation (the ωB97M-V functional and the def2-TZVPD basis) of 2 unconnected molecules or ions with the total composition C11H18.

Computed properties:
F_max: 0.084 Eh/bohr
LUMO: 1.01 eV
SMILES string: Cc1ccccc1.CC(C)C
Energy relative to the best compared isomer or geometry (same formula, charge and spin): 1.613 eV
HOMO level: -0.331 Ha
Gap between HOMO and LUMO: 10.029 eV
Total energy: -429.881343 Eh

Geometry as ORCA input:
```
! wB97M-V def2-TZVPD RIJCOSX def2/J DEFGRID3
* xyz 0 1
C -0.912 -0.102 -2.878
C -1.375 -0.218 -4.327
C 0.518 -0.694 -2.789
C -0.929 1.347 -2.302
H -1.581 -0.659 -2.066
H -1.891 0.709 -4.809
H 1.157 -0.073 -3.475
H 0.910 -0.519 -1.756
H 0.571 -1.732 -3.236
H -1.845 1.874 -2.672
H -0.942 1.343 -1.223
H -0.192 1.981 -2.821
H -2.249 -0.879 -4.601
H -0.754 -0.595 -5.135
C -0.258 1.810 3.325
C -0.087 -0.879 0.790
C 0.900 -1.730 1.304
C -0.389 0.331 1.317
C 0.249 0.714 2.500
C 1.653 -1.202 2.324
C 1.341 0.009 2.942
H -0.662 -1.128 -0.100
H 1.224 -2.626 0.796
H -1.153 1.010 0.873
H 2.540 -1.772 2.543
H -1.070 1.365 3.985
H -0.725 2.634 2.743
H 1.931 0.380 3.783
H 0.475 2.375 3.942
*
```

These are the natural (NBO) partial charges, in e, on atoms 1 to 4: -0.227, -0.656, -0.613, -0.610



[5]
The following is a DFT calculation (the ωB97M-V functional and the def2-TZVPD basis) of a molecular structure, C11H18ClF10NO5SSi2.

Computed properties:
F_max: 0.157 Eh/bohr
LUMO: -1.30 eV
HOMO level: -0.372 Ha
Gap between HOMO and LUMO: 8.813 eV
Total energy: -3296.898894 Eh

Geometry as ORCA input:
```
! wB97M-V def2-TZVPD RIJCOSX def2/J DEFGRID3
* xyz 0 1
C 4.615 -1.356 0.401
C 3.122 -1.996 0.423
C 2.267 -1.074 1.474
N 1.871 0.157 0.704
Si 0.184 0.108 0.146
C -0.046 1.538 -1.121
C 0.134 3.000 -0.498
O 1.135 3.721 -0.757
F -0.912 3.511 0.362
O -0.202 -1.369 -0.725
Si -1.166 -2.446 0.221
Cl -0.182 -4.317 0.304
S -3.209 -2.608 -0.602
O -2.998 -2.508 -2.116
O -3.842 -3.954 -0.359
C -4.249 -1.139 -0.112
F -3.407 -0.037 0.306
F -4.853 -0.661 -1.336
C -5.476 -1.432 0.876
F -6.282 -0.226 0.852
F -6.294 -2.417 0.245
C -5.138 -1.697 2.408
F -4.061 -0.917 2.942
F -6.300 -1.271 3.157
C -4.871 -3.210 2.858
F -4.897 -3.194 4.302
F -3.545 -3.681 2.546
F -5.858 -4.143 2.482
H 5.049 -1.333 -0.656
H 4.518 -0.271 0.778
H 5.284 -1.933 1.141
H 2.647 -1.768 -0.610
H 3.098 -3.108 0.689
H 2.982 -0.748 2.311
H 1.390 -1.647 1.940
H 2.108 1.027 1.203
H -0.755 0.235 1.276
H 0.739 1.447 -1.961
H -1.083 1.435 -1.623
H -1.360 -1.844 1.559
C 5.036 4.987 -2.228
C 4.301 4.625 -3.503
O 3.346 3.604 -3.246
H 5.541 4.110 -1.815
H 5.777 5.768 -2.413
H 4.335 5.340 -1.465
H 5.000 4.252 -4.255
H 3.782 5.496 -3.916
H 2.724 3.945 -2.586
*
```

These are the natural (NBO) partial charges, in e, on atoms 1 to 4: -0.625, -0.416, -0.233, -1.090



[6]
The following is a DFT calculation (the ωB97M-V functional and the def2-TZVPD basis) of a gas-phase ion, C11H18ClI2N2O2 (charge +1).

Computed properties:
F_max: 0.084 Eh/bohr
LUMO: -4.12 eV
SMILES string: CNC[C@@]1(CC(=O)Cl)C[N@H+](/C(I)=C(/C)I)CCO1
HOMO level: -0.449 Ha
Gap between HOMO and LUMO: 8.106 eV
Total energy: -1745.146760 Eh

Geometry as ORCA input:
```
! wB97M-V def2-TZVPD RIJCOSX def2/J DEFGRID3
* xyz 1 1
C 3.502 -0.536 1.388
N 2.922 0.742 0.827
C 1.445 0.607 0.976
C 0.580 1.372 -0.141
C 1.497 2.140 -1.236
C 2.248 1.155 -2.229
O 1.724 0.404 -3.058
Cl 4.095 1.182 -2.162
C -0.438 0.324 -0.855
N -1.511 -0.167 0.069
C -2.364 -1.260 -0.483
I -4.096 -0.592 -1.667
C -2.104 -2.642 -0.276
C -3.014 -3.826 -0.807
I -0.328 -3.286 0.856
C -2.297 1.077 0.475
C -1.231 1.951 1.337
O -0.145 2.459 0.542
H 4.590 -0.425 1.697
H 2.880 -0.876 2.302
H 3.431 -1.402 0.639
H 3.231 1.533 1.404
H 1.206 -0.516 0.861
H 1.180 0.872 2.052
H 0.855 2.902 -1.790
H 2.261 2.753 -0.635
H 0.134 -0.534 -1.355
H -0.961 0.932 -1.681
H -1.056 -0.477 0.959
H -2.420 -4.545 -1.462
H -3.961 -3.507 -1.343
H -3.356 -4.419 0.121
H -3.173 0.714 1.099
H -2.574 1.730 -0.410
H -0.911 1.329 2.238
H -1.840 2.833 1.748
*
```

These are the natural (NBO) partial charges, in e, on atoms 1 to 4: -0.428, -0.634, -0.288, 0.285